Below is a molecular structure, C17H30CaN4S3Se2Te2 at a distorted geometry, with properties calculated with ωB97M-V/def2-TZVPD.

Its energy is -8096.058227 a.u. Its LUMO energy is 0.116 eV. The gap between HOMO and LUMO is 6.00 eV. The calculation puts the HOMO energy at -0.2162 Eh.

```
! RIJCOSX wB97M-V def2-TZVPD def2/J DEFGRID3
* xyz 0 1
Ca -0.4000 0.0996 0.8485
C 0.7762 2.3141 2.7818
C 0.9399 0.9987 3.5394
N -0.1981 0.1102 3.2482
C -0.0267 -1.2539 3.7482
C 0.7912 -2.0952 2.7881
C 1.1148 -3.4141 3.0553
C 1.8715 -4.1076 2.1264
C 2.3028 -3.4728 0.9691
C 1.9263 -2.1574 0.7666
C 2.3068 -1.3740 -0.4817
N 1.8456 0.0169 -0.3775
C 2.7447 0.8693 0.4247
C 2.1074 2.2371 0.6544
N 0.7907 2.1292 1.3118
N 1.1806 -1.4977 1.6573
H -0.1948 2.7365 3.0412
H 1.5499 3.0194 3.1020
H 1.8549 0.4917 3.2237
H 1.0372 1.2108 4.6092
H -1.0582 0.5055 3.6244
H 0.4431 -1.2765 4.7383
H -1.0101 -1.7117 3.8365
H 0.7672 -3.8883 3.9646
H 2.1267 -5.1457 2.3021
H 2.9071 -3.9891 0.2328
H 3.3887 -1.4475 -0.6419
H 1.8206 -1.8450 -1.3334
H 1.7369 0.4286 -1.2968
H 2.9155 0.3715 1.3786
H 3.7222 0.9944 -0.0545
H 2.7952 2.8635 1.2318
H 1.9627 2.7158 -0.3152
H 0.1539 2.8161 0.9193
C -3.1083 -1.0925 -2.3719
C -2.0578 -1.3992 -3.4405
S -0.3503 -1.3734 -2.8239
C 0.4342 -0.2360 -3.9973
C -0.1076 1.1905 -4.0700
S -0.1273 2.0913 -2.4949
C -1.8267 2.7225 -2.4471
C -2.9414 1.6871 -2.5581
S -2.8196 0.3494 -1.3316
H -4.0835 -0.9899 -2.8496
H -3.1715 -1.9037 -1.6454
H -2.2405 -2.3915 -3.8516
H -2.1134 -0.6890 -4.2660
H 1.4907 -0.2328 -3.7117
H 0.3757 -0.6864 -4.9896
H 0.5068 1.7578 -4.7701
H -1.1248 1.1923 -4.4575
H -1.8940 3.2076 -1.4714
H -1.9349 3.4809 -3.2236
H -3.8855 2.2037 -2.3838
H -2.9832 1.2452 -3.5535
Se -2.4412 2.7770 1.3080
Te -4.5558 1.5110 1.7177
Te -3.7011 -0.7420 2.9097
Se -2.3315 -1.9322 1.1503
*
```